No. 1
Formula: C22H36F7N2O3P2
Source: the OMol25 dataset
Level of theory: ωB97M-V with the def2-TZVPD basis set

XYZ file:
```
72
Properties=species:S:1:pos:R:3:forces:R:3:mulliken_charge:R:1
H -0.8757 -0.6984 3.5245 -1.6 -1.6 -0.4 0.134
C 0.4075 2.5571 -4.2733 0.8 1.7 -0.5 -0.366
H 2.5211 2.5496 2.8957 0.0 -2.3 -1.4 0.506
H -0.7338 2.8470 -4.3189 2.0 -0.8 0.2 0.337
F 2.6287 0.7938 -1.6043 -0.3 -3.8 1.8 -0.191
C -0.2158 -0.6015 -1.9465 0.9 0.4 -2.6 -1.335
H -1.6841 1.4954 1.9865 1.5 0.7 -1.7 0.211
C -3.8798 -3.8802 3.0517 2.6 3.0 0.4 -0.485
H -3.3058 0.3703 5.6033 0.9 -2.3 0.1 0.258
H -3.5693 1.2664 -0.3011 1.1 -0.8 -1.2 0.343
N -2.8840 0.7476 -0.9234 -0.6 -0.5 0.5 -0.453
H 0.9467 4.7421 -3.8007 0.6 -2.2 0.9 0.356
H 4.7661 0.4800 2.4061 -2.4 0.2 1.4 0.181
H -1.2256 -1.0638 -2.3436 2.0 0.6 1.2 0.599
H -4.6905 -4.7462 2.9236 2.1 2.1 0.2 0.239
F 4.0190 -0.1559 -0.0465 -3.3 -1.0 -2.5 -0.354
C -2.8476 -1.6963 4.5041 -0.2 -2.5 -2.8 0.414
H 0.8327 2.7216 -5.3720 -0.8 -0.7 2.3 0.310
F 2.9656 -1.7162 -3.3439 2.7 0.7 4.1 -0.175
F 2.4907 -1.6947 1.0837 -2.1 1.0 -3.2 -0.329
H 0.5527 1.3414 3.2170 0.9 -1.3 -2.3 0.552
H 0.0202 1.7242 -1.7021 -0.1 -1.5 -1.9 -0.445
H -1.3069 2.4281 0.2827 0.6 -1.5 2.2 0.195
C -0.8723 1.8773 1.2387 0.5 1.7 0.1 -1.428
H 2.3841 0.0458 -5.6906 -2.5 -0.6 -0.6 0.244
C 1.2798 -0.1608 -6.0864 0.6 1.1 0.2 -1.047
H -1.3157 1.2562 -2.9429 2.1 -1.0 1.5 0.445
H 1.2094 -0.3531 2.8040 0.3 2.1 -1.2 0.289
C -0.2371 0.9416 -2.5349 -1.6 0.5 -0.3 -0.157
O -1.1085 -0.1886 -5.1177 7.2 2.4 1.7 -0.585
O -3.0363 -1.9320 -0.6972 2.3 0.6 -0.2 -0.585
H -0.3277 2.7669 1.8290 -1.4 -1.9 -1.4 0.465
H -0.7930 -3.1988 -0.0241 0.7 1.7 1.9 0.287
H 4.2290 1.3785 3.9713 -0.9 -1.5 -1.8 0.298
C 1.1505 3.6816 -3.3251 -0.5 0.1 0.7 -0.854
C -3.9788 -2.8755 4.3463 3.4 0.7 -3.0 -0.613
C 3.8120 0.6847 3.0940 0.8 0.8 0.6 -1.019
H 1.0699 1.4838 0.2303 -1.4 -1.8 1.1 0.117
H -2.9425 4.6936 1.8983 -0.9 0.9 -0.3 0.085
H 0.6754 3.7356 -2.2315 0.9 -0.2 -2.5 0.195
H -2.7007 -4.4552 1.0285 0.1 2.0 2.1 0.125
O -2.3228 4.0411 2.1697 0.9 -1.0 0.3 -1.028
C 0.1434 0.2425 -4.9302 -4.0 -1.8 -1.8 0.549
H 2.2996 3.4979 -3.1618 -2.3 0.3 -0.6 0.202
H 1.1686 0.5584 -7.0329 -0.1 -1.6 2.1 0.310
C -2.6896 -3.6771 1.9304 -0.7 1.6 2.8 -0.618
H 3.4130 -0.2850 3.6118 0.8 1.7 -1.2 0.273
H -3.3506 0.4113 -1.7954 0.5 0.4 1.1 0.263
C 3.7413 -1.3542 -2.1504 2.3 1.0 -1.2 0.518
P -0.0201 -0.7643 -0.0125 -2.4 -0.1 -1.3 0.990
H 1.1887 -1.2738 -6.4379 -0.1 2.2 0.9 0.329
H -3.6849 -1.2156 6.5927 1.7 1.0 -1.7 0.289
C -2.9202 -0.7219 5.8228 -0.2 -0.6 0.0 -0.888
C -0.4132 -2.4705 0.8446 -0.4 -2.0 1.2 -1.068
H 2.9718 1.7857 1.2374 -0.8 -0.7 2.0 0.104
H -1.8700 -0.6523 6.3555 -2.1 -0.2 -1.2 0.262
F 4.5550 -2.4517 -1.5568 -3.3 3.5 -2.4 -0.236
P -2.2135 -0.5550 0.0792 -4.3 0.5 0.4 0.441
C -1.6596 -1.5367 3.3480 -2.0 -2.5 -0.2 0.016
C 0.3438 0.8209 0.9115 1.0 2.8 1.4 0.589
C 2.6266 1.5086 2.3195 0.1 0.4 0.6 -0.245
C 1.7717 -1.3278 -0.2027 3.6 -3.2 1.1 -0.013
H -4.8327 -2.9742 5.1537 2.0 0.2 -1.9 0.192
H 0.4871 -3.0358 1.3037 -1.2 1.3 -0.9 0.565
F 4.7653 -0.3455 -2.6254 -3.2 -3.5 1.2 -0.281
C 1.1406 0.7443 2.3633 0.6 -0.1 1.1 -1.132
C -1.5295 -2.4684 2.0215 -4.1 -1.4 3.3 0.589
N 0.6388 1.1116 -3.7982 -1.9 0.0 -0.8 0.349
H -2.4112 -2.4733 -1.2410 -0.8 0.6 0.5 0.311
H 0.6307 -1.1441 -2.5422 -1.4 0.8 1.0 0.498
C 2.8725 -0.4970 -0.9941 4.7 1.7 -0.2 0.502
F 1.7297 -2.6913 -0.8760 0.3 3.3 1.1 -0.397
```
Forces are in eV/Å.

Results
Max |F| = 7.8 eV Å⁻¹
Total charge = -1
Electronic energy = -2576.17995 hartree
Spin multiplicity = 1

No. 2
Formula: C21H22BBaN14SSe
Source: the OMol25 dataset
Level of theory: ωB97M-V with the def2-TZVPD basis set

XYZ file:
```
61
Properties=species:S:1:pos:R:3:forces:R:3:nbo_charge:R:1
H -5.8769 -2.4690 1.6095 0.0 0.0 0.0 0.260
H -3.3649 0.4539 -3.5409 0.0 0.0 0.1 0.319
C 3.1910 3.1926 -1.4639 0.0 0.0 0.0 -0.133
H 6.2964 -0.6921 3.4978 0.0 0.0 0.0 0.281
C 0.9613 -2.6230 -2.1446 0.1 0.0 0.1 -0.319
N -2.7556 -1.5548 1.1221 -0.1 -0.1 -0.3 -0.437
N -0.9697 -1.8128 -1.4216 0.1 0.1 0.1 -0.375
H 5.1579 -1.6213 2.5252 0.0 0.0 0.0 0.237
C -3.7545 -3.8280 -3.8545 0.1 -0.1 0.1 -0.323
H 3.0060 0.3813 6.6318 0.0 0.0 0.0 0.447
C -4.9190 -2.1755 1.2197 0.0 0.0 0.0 -0.322
C -3.3912 -3.4747 -2.5833 -0.2 -0.1 0.0 -0.030
Se 0.4785 3.7582 2.5143 -0.2 0.0 0.6 1.032
H -2.9943 3.1795 -2.9084 0.0 0.0 0.0 0.262
S 0.5923 0.5573 4.8722 -0.1 -0.1 -0.5 -0.358
N -1.9925 1.0306 -0.6284 -0.3 0.2 -0.7 -0.300
H 2.8061 -1.0556 1.8736 0.0 0.0 0.0 0.380
N 2.4087 -0.2258 2.3040 0.0 0.0 -0.2 -0.662
C -2.9537 0.9273 -2.6531 -0.1 0.0 -0.1 0.087
H -0.8979 -2.7341 -3.3409 -0.1 0.0 0.0 0.252
Ba -0.6661 0.0982 1.5563 0.9 -0.2 1.5 1.838
C -0.3634 -2.4408 -2.4534 0.1 -0.1 -0.1 0.022
C 1.0951 -2.0574 -0.8775 0.0 0.1 0.1 -0.019
H 2.1311 1.4281 -0.9080 0.0 0.0 0.0 0.215
H -4.0472 -4.7992 -4.2110 0.0 0.0 0.0 0.256
N 3.1600 0.1953 5.6549 0.2 0.0 0.0 -0.359
H -3.2996 -4.0707 -1.6898 0.0 0.0 0.0 0.237
C 2.2303 0.2072 4.6999 -0.3 0.0 -0.1 0.251
N -3.2670 -1.6304 -3.8279 0.1 0.4 0.1 -0.335
B -2.4588 -1.4225 -1.4277 -0.1 0.0 -0.2 0.946
N -0.0574 -1.5566 -0.4395 -0.1 0.0 -0.2 -0.445
H 5.4218 0.1030 2.1839 0.0 0.0 0.0 0.236
C -3.6536 -2.6351 -4.5860 0.0 0.0 -0.2 -0.015
H 3.6601 2.7224 -2.3182 0.0 0.0 0.0 0.235
H 2.6928 0.5849 1.7573 0.0 0.0 0.0 0.381
C -4.5515 -2.0471 -0.0949 -0.1 -0.1 0.1 0.008
C -2.1319 2.2577 -1.0162 -0.1 -0.1 -0.1 0.003
N 2.9498 -0.1110 3.5824 0.1 0.0 0.1 -0.245
C 2.0339 4.4978 0.7109 0.0 0.1 0.0 0.063
N 4.4195 -0.1077 5.2109 -0.1 0.0 0.1 -0.214
C -2.7498 2.3134 -2.3149 0.1 -0.2 0.2 -0.006
H 4.1684 5.0952 -1.8466 0.0 0.0 0.0 0.244
N 0.9211 2.5228 1.3124 0.0 -0.2 -0.3 -0.852
C 2.3492 2.4668 -0.6862 -0.1 0.1 0.1 -0.299
H -3.6181 -1.8540 3.0054 0.0 0.0 0.0 0.225
N -3.1340 -2.1381 -2.5712 0.0 -0.1 -0.1 -0.422
H -1.8048 3.0855 -0.4043 0.0 0.0 0.0 0.250
N -3.2440 -1.6943 -0.1456 0.1 0.2 0.0 -0.388
H 3.1456 6.2573 0.0721 0.0 0.0 0.0 0.253
H -3.8539 -2.4749 -5.6323 0.0 0.0 0.0 0.231
H -5.1331 -2.2062 -0.9857 0.0 0.0 -0.1 0.249
C -3.7614 -1.8600 1.9355 0.1 0.1 0.0 -0.011
C 4.2845 -0.2872 3.9435 -0.2 0.0 -0.1 0.355
N -2.5180 0.1998 -1.6757 0.1 0.0 0.2 -0.231
H 1.9784 -2.0111 -0.2594 0.0 0.0 0.0 0.200
H 1.7151 -3.1111 -2.7354 0.0 0.0 0.0 0.256
C 2.9317 5.2199 -0.1414 0.0 -0.1 0.0 -0.172
C 1.7461 3.1060 0.4443 0.0 -0.1 -0.1 0.197
C 3.4866 4.5708 -1.1918 0.0 0.0 0.0 -0.198
C 5.3448 -0.6444 2.9748 0.1 0.0 0.1 -0.674
N 1.4197 5.0143 1.7658 0.3 0.2 -0.3 -0.563
```
Forces are in eV/Å.

Results
Max |F| = 1.8 eV Å⁻¹
Total charge = +2
Electronic energy = -4429.57962 hartree
ΔE to the lowest compared entry with this formula, charge and spin = 0.0 kcal/mol
Spin multiplicity = 2

No. 3
Formula: C3H8F5N4P3
Source: the OMol25 dataset
Level of theory: ωB97M-V with the def2-TZVPD basis set

XYZ file:
```
23
Properties=species:S:1:pos:R:3:forces:R:3:nbo_charge:R:1
N 0.2962 2.5659 -1.0248 -2.1 -1.0 1.7 -1.400
C 0.3826 -1.2511 1.4306 -2.1 0.3 1.6 -0.292
H 0.3934 -0.1289 1.5776 0.4 -0.9 -0.6 0.175
N -0.4842 0.1483 -2.2162 0.3 1.0 0.6 -1.414
P 0.3354 1.4997 -2.2009 1.5 1.2 -1.4 2.459
F -1.7201 3.5013 0.2590 -0.2 -0.7 -0.5 -0.528
H 1.9735 -0.0129 0.0746 -0.6 0.9 0.0 0.200
N 0.6154 -1.7510 0.0957 -1.4 3.7 0.1 -0.399
H -0.9456 -2.8003 1.8983 -0.8 0.2 0.1 0.221
F -2.3922 -1.1795 -1.2585 0.7 0.7 0.7 -0.530
H 1.7595 -1.0908 -1.4454 0.3 0.8 0.3 0.233
H 1.0598 -1.6318 2.2038 0.5 -0.3 -0.5 0.216
F 0.0123 2.3354 -3.5120 0.5 -1.3 1.0 -0.532
P -1.1705 -0.2854 -0.8131 1.9 -2.2 -0.7 2.104
P -0.8024 2.2512 0.1192 0.8 0.9 1.1 2.454
H -1.2380 -1.1930 2.8507 0.0 -1.3 -1.5 0.212
C -1.0184 -1.7107 1.8364 2.3 0.3 3.6 -0.576
C 1.7395 -0.9671 -0.3518 3.3 -3.9 -1.4 -0.493
N -1.6185 0.8703 0.2016 0.6 0.7 -0.9 -1.425
H -1.6803 -1.3295 1.1433 -1.8 0.2 -1.2 0.177
F 1.9109 1.3229 -2.3691 -1.7 -0.3 -0.5 -0.538
F -0.1714 2.4386 1.5537 0.1 -0.3 -1.0 -0.542
H 2.7632 -1.6015 -0.0525 -2.5 1.2 -0.5 0.219
```
Forces are in eV/Å.

Results
Max |F| = 5.3 eV Å⁻¹
Electronic energy = -1861.71447 hartree
ΔE to the lowest compared entry with this formula, charge and spin = 18.9 kcal/mol
Spin multiplicity = 1

No. 4
Formula: C4H12N2S
Source: the OMol25 dataset
Level of theory: ωB97M-V with the def2-TZVPD basis set

XYZ file:
```
19
Properties=species:S:1:pos:R:3:forces:R:3:nbo_charge:R:1
H -2.4278 -3.3864 0.3673 -0.4 -0.4 0.7 0.117
H -2.3887 -0.6323 -0.9452 -0.4 0.1 -0.3 0.231
H 0.9501 2.0692 -1.4474 0.3 -0.6 -1.9 0.162
S -1.8596 -3.0157 -0.7489 0.3 0.2 -0.9 -0.017
C -1.7809 -1.2610 -0.3225 1.2 1.0 1.7 -0.530
H 0.2899 -0.9873 -1.2444 -1.3 -0.1 0.5 0.193
C 1.1965 1.6662 -0.5066 -1.2 -1.9 -0.9 -0.030
N 1.5064 2.9014 0.2343 0.7 -0.3 1.0 -0.860
N -0.1378 0.7719 -0.2654 -0.3 2.4 1.1 -0.690
C 0.4756 -1.2808 0.8523 -1.0 0.2 1.5 -0.636
H 2.4200 3.3072 -0.1339 -1.8 -0.9 0.6 0.378
H 0.7773 3.5950 0.0834 0.2 -0.2 -0.1 0.359
H 2.0085 0.9309 -0.4872 0.2 0.7 -0.1 0.174
H -0.4607 1.2304 0.5994 -0.4 -1.0 -0.2 0.347
H 1.5122 -1.0435 0.6653 0.3 0.4 0.6 0.209
H 0.4303 -2.2905 1.2911 -0.4 0.0 -1.0 0.221
H -0.0828 -0.6428 1.5663 1.4 -0.3 0.9 0.197
H -2.1191 -1.1885 0.7551 0.1 0.1 -1.2 0.216
C -0.3093 -0.7435 -0.3129 2.2 0.5 -1.8 -0.042
```
Forces are in eV/Å.

Results
SMILES string = C[C@@H](CS)NCN
Max |F| = 2.9 eV Å⁻¹
Electronic energy = -667.20564 hartree
ΔE to the lowest compared entry with this formula, charge and spin = 56.0 kcal/mol
Spin multiplicity = 1

No. 5
Formula: C20H38N2O7
Source: the OMol25 dataset
Level of theory: ωB97M-V with the def2-TZVPD basis set

XYZ file:
```
67
Properties=species:S:1:pos:R:3:forces:R:3:nbo_charge:R:1
H -3.6284 0.5649 -3.0545 -0.2 0.0 0.1 0.218
O 1.1896 0.9884 -2.2018 2.1 3.5 0.5 -0.587
C 1.9880 1.4938 -1.4198 -0.7 -1.3 -1.6 0.821
C 0.5906 3.4508 -0.6196 -0.7 2.6 -0.4 -0.435
H -2.2756 0.3109 -3.9892 0.2 -0.4 -0.4 0.212
H 4.5984 1.7778 -0.2045 0.1 0.0 0.2 0.231
H 4.2512 3.4619 -0.3610 -0.1 0.1 0.1 0.232
C 0.0300 3.8845 -1.9848 0.9 -1.0 -0.8 -0.083
C -1.2212 5.0106 -0.5004 -2.7 -0.7 0.1 0.784
O 1.8126 1.4655 -0.0611 2.3 -2.2 -0.3 -0.527
H 1.9231 -3.0604 4.7678 0.0 0.2 -0.7 0.204
H 1.8925 -3.0378 0.9227 0.4 0.2 -0.2 0.186
C -3.0331 -0.2580 -3.4500 -1.1 3.4 -1.0 -0.455
H -4.9925 -1.0714 -4.1842 0.0 0.7 -0.3 0.184
H 0.3762 1.3033 -0.6601 -2.6 -2.5 0.5 0.375
C 3.7836 2.4777 -0.3899 3.6 0.3 -0.6 -0.454
H 0.8212 -2.1352 -1.1879 -0.5 2.2 -4.0 0.194
C -3.9144 -1.1343 -4.3315 0.6 -0.9 0.1 -0.069
H 1.6753 3.5563 -0.5994 -0.8 0.5 -0.6 0.196
H -0.5712 -4.5306 3.4533 -0.2 -0.3 0.5 0.164
H -0.1956 -0.8997 4.9626 0.3 0.1 0.1 0.201
H 0.3628 2.4153 -0.3668 -1.1 3.4 0.4 0.230
C 1.0309 -3.6839 4.8265 -1.1 0.9 0.0 -0.619
C 3.2421 2.1501 -1.7528 0.0 0.8 -0.5 -0.531
C -0.0246 4.5505 0.2775 0.0 -0.3 -0.5 -0.538
H 1.5864 -0.6425 -1.7048 -0.4 -1.0 1.0 0.221
C 2.7269 2.2629 0.6201 0.3 0.1 0.4 -0.077
H 0.6198 5.4269 0.3456 0.3 -0.1 0.4 0.239
H -1.9839 -1.8438 2.7188 -0.6 0.1 0.3 0.192
H 3.7896 1.4893 -2.4249 0.4 0.0 0.3 0.266
C -1.2494 -1.9723 3.5138 1.1 1.1 -1.3 -0.223
C 0.6337 -1.1702 -1.6588 0.8 -0.4 -1.6 -0.658
H 0.4136 -1.1344 -2.7257 -0.3 -0.9 0.0 0.236
H 2.2158 3.2042 0.8224 0.4 -0.4 1.2 0.195
O -2.2086 5.5404 -0.0463 1.3 0.0 -0.8 -0.547
N -0.2642 0.6051 -0.3102 -1.8 1.7 0.3 -0.801
H -1.5547 0.0109 4.4792 -0.3 0.1 -0.3 0.197
H -3.6220 -1.3066 -5.3674 -0.4 1.5 -0.4 0.195
N -0.0828 -2.5725 2.8511 0.8 -1.5 2.3 -0.479
C 0.8938 -3.1765 0.5085 0.1 -0.6 2.7 -0.571
H 3.0135 3.0453 -2.3312 -0.1 0.0 -0.2 0.251
C -0.4509 -0.5755 -0.8341 1.8 -1.0 2.6 0.660
H -1.3799 -0.8183 -2.2311 -1.6 -0.3 -1.1 0.231
H -2.9544 -0.9749 -1.4001 0.1 0.2 -0.2 0.265
H -0.4219 4.2451 1.2455 0.4 0.1 0.1 0.256
O -1.2752 -1.2508 -0.2518 -1.1 -1.1 -0.7 -0.684
C 0.2682 -3.8354 3.4414 2.2 -0.6 0.6 -0.208
H -0.1016 3.0089 -2.6205 -0.1 0.2 -0.2 0.210
H 0.6123 4.6312 -2.5246 0.7 -0.2 0.1 0.173
C -2.6519 -2.4487 -2.8786 0.2 -1.6 -0.5 0.791
H 1.4027 -4.5490 5.3755 -0.6 -0.6 -0.5 0.209
H 0.7433 -4.2550 0.5554 -0.2 0.0 -0.6 0.208
H 3.0854 1.6942 1.4780 -0.3 0.4 0.2 0.224
H -1.1046 -2.6717 1.0549 0.1 0.1 0.1 0.198
C -0.1068 -2.4451 1.4305 0.3 0.0 -0.4 -0.174
C -0.7776 -0.6399 4.0784 0.0 0.2 1.3 -0.606
H 0.3828 -3.1244 5.5010 -0.1 -0.1 0.3 0.189
H 1.0655 -4.3108 2.8702 -0.3 -0.1 -0.7 0.193
O -1.1988 4.4932 -1.7822 -1.1 1.0 1.5 -0.482
H -0.0977 -0.0544 3.4595 -0.2 -0.2 -0.4 0.200
H 0.1482 -1.3921 1.3114 -0.5 0.1 -0.3 0.167
H -1.6404 -2.5646 4.3411 0.0 -0.3 -0.3 0.194
H 0.8328 -2.6901 -0.4650 0.0 -3.3 3.4 0.179
O -2.1713 -3.5277 -2.6291 0.1 1.1 0.6 -0.569
O -3.5765 -2.4026 -3.8709 0.1 -2.4 1.0 -0.503
H -0.8317 0.6860 0.5214 0.0 0.7 0.0 0.404
C -2.4386 -1.0448 -2.3578 -0.3 -1.1 -0.9 -0.494
```
Forces are in eV/Å.

Results
SMILES string = CCN(CC)CC.O=C1CCCO1.O=C1CCCO1.O=C1CCCO1.CC(N)=O
Max |F| = 4.7 eV Å⁻¹
Electronic energy = -1420.72600 hartree
ΔE to the lowest compared entry with this formula, charge and spin = 235.4 kcal/mol
Spin multiplicity = 1